Here is a structure of composition C26H20BrIN5ReS from OMol25. Energies are from the ωB97M-V functional and the def2-TZVPD basis.

Geometry as XYZ:
```
55
Properties=species:S:1:pos:R:3:forces:R:3
Re -0.36281 0.29929 -0.59822 -0.2426 0.0087 -0.3240
N 1.01572 3.23876 2.25593 -0.0488 0.0151 -0.0144
C 0.21202 2.52982 1.50166 0.0540 0.0081 0.0117
N 0.57541 1.39914 0.91286 -0.0139 0.0630 0.0505
C 1.85588 0.86006 1.21445 -0.0414 -0.0474 -0.0229
N 2.09873 -0.36623 0.89701 0.1064 -0.0019 0.0522
N 0.94393 -0.91636 0.36979 -0.0160 -0.0705 0.0191
C 0.58049 -2.09105 0.75851 0.0633 0.0601 0.0046
C -0.83668 -2.37399 0.60643 -0.0740 -0.0134 -0.0106
C -1.40614 -3.58923 0.92233 0.0104 0.0359 -0.0060
C -2.79513 -3.70431 0.90000 -0.0139 -0.0002 -0.0017
C -3.55158 -2.59234 0.58183 0.0174 -0.0301 0.0110
C -2.91088 -1.40246 0.26101 -0.0137 0.0666 -0.0136
N -1.58153 -1.27961 0.26060 -0.0419 -0.1268 0.0548
C 2.81194 1.68755 1.91397 0.0022 0.0896 0.0463
C 4.14202 1.30407 2.10703 -0.0013 0.0005 0.0067
C 4.98571 2.12210 2.82860 0.0114 -0.0149 -0.0050
C 4.51635 3.31818 3.37640 -0.0072 0.0173 0.0085
C 3.20283 3.71226 3.20108 -0.0060 -0.0035 -0.0020
C 2.36287 2.89154 2.46374 0.0630 -0.0564 -0.0069
H 0.65533 4.07399 2.70134 0.0060 0.0012 -0.0003
H -0.79818 2.89309 1.36163 0.0003 0.0060 0.0010
H 1.25970 -2.72871 1.31529 0.0072 -0.0047 -0.0130
H -0.77799 -4.42697 1.19477 0.0032 0.0023 0.0003
H -3.26939 -4.64503 1.14642 0.0002 0.0009 0.0008
H -4.63195 -2.62847 0.58310 -0.0012 0.0021 0.0006
H -3.48229 -0.52008 0.00731 0.0096 -0.0048 0.0018
H 4.49098 0.36855 1.69225 -0.0021 0.0001 -0.0015
H 6.01604 1.83246 2.98137 -0.0015 -0.0014 -0.0020
H 5.18642 3.94458 3.94949 -0.0028 0.0015 -0.0002
H 2.83830 4.63640 3.63231 0.0015 0.0007 -0.0020
Br -1.04462 -1.01460 -2.80070 0.1911 -0.0205 0.0460
C -2.91010 -0.69515 -3.05007 -0.1628 0.0250 -0.0143
C -3.63489 -1.63597 -3.76157 0.1046 -0.0026 0.0242
C -4.98066 -1.39508 -4.00149 -0.0753 0.0530 0.0096
C -5.58607 -0.23630 -3.53367 0.0221 -0.0549 -0.0181
C -4.85373 0.70181 -2.81723 0.0368 -0.0120 0.0021
C -3.50902 0.45974 -2.58272 -0.0371 0.0524 0.0165
I -2.39646 1.91778 -1.56032 0.0339 -0.0457 0.0900
H -3.15938 -2.53368 -4.13425 -0.0025 0.0008 0.0002
H -5.55417 -2.11928 -4.56384 -0.0037 0.0022 0.0006
H -6.63401 -0.05236 -3.72727 -0.0022 -0.0069 -0.0050
H -5.32915 1.60536 -2.45915 0.0040 0.0023 0.0036
S 1.46577 1.07276 -2.02866 0.0598 0.0257 0.0041
C 1.69204 2.73929 -2.27888 -0.0263 -0.0211 -0.0320
C 2.79809 3.07876 -3.10809 0.0285 -0.0150 0.0026
C 3.06782 4.39605 -3.39278 0.0028 -0.0012 -0.0038
C 2.25392 5.39890 -2.86653 0.0092 -0.0005 -0.0150
C 1.15978 5.08010 -2.04387 -0.0245 -0.0282 0.0112
C 0.87816 3.77128 -1.75326 0.0319 0.0538 -0.0083
H 3.41552 2.28634 -3.51139 0.0038 0.0049 -0.0006
H 3.90474 4.65298 -4.02727 -0.0006 -0.0023 -0.0006
H 2.45949 6.43572 -3.09843 0.0065 -0.0011 0.0005
H 0.53663 5.87507 -1.65653 0.0004 -0.0069 0.0050
H 0.03158 3.51898 -1.13224 -0.0287 -0.0048 0.0379
```
Positions in Å, forces in eV/Å.

**E_LUMO (alpha / beta)**: -0.3473 / -0.4138 Eh
**⟨S²⟩**: 3.805
**Maximum force**: 0.4 eV Å⁻¹
**Net charge**: +3
**Orbital gap (alpha / beta)**: 0.2648 / 0.2096 hartree
**Multiplicity**: 4
**Molar mass**: 827.56 g/mol

Atom charges from the natural (NBO) analysis, given in e for atoms 1 to 2: number 1, Re, carries 0.756; number 2, N, carries -0.481



Here is a structure of composition C26H20BrN2OReS2 at a distorted geometry from OMol25. Energies are from the ωB97M-V functional and the def2-TZVPD basis.

Geometry as XYZ:
```
53
Properties=species:S:1:pos:R:3:forces:R:3
Re 0.51119 -1.63911 -0.87141 -0.3569 0.9024 0.2158
C 0.25692 -2.85394 3.40795 -0.1541 0.0800 -0.1297
C -0.14110 -2.54284 1.98616 -0.3408 -0.2981 0.3117
N 0.66426 -1.89307 1.20159 0.6407 0.2007 0.4205
N 1.81958 -1.43819 1.91232 -0.4534 -0.1987 -0.4745
C 2.70672 -0.90142 1.18425 0.1041 0.5314 -0.3267
S 2.58520 -0.75495 -0.59622 0.2537 -0.6175 0.0983
S 4.17996 -0.27287 1.94921 0.0914 -0.2279 0.0233
C 3.69398 1.46578 2.25610 -0.0594 -0.1146 -0.1476
C 3.45086 2.26008 1.00790 0.0146 0.0324 0.0533
C 2.16564 2.36135 0.49359 -0.1711 0.0929 -0.0572
C 1.91698 3.09155 -0.66308 0.0762 -0.0308 0.0483
C 2.96312 3.73356 -1.31225 0.0078 -0.0289 0.0242
C 4.25467 3.63383 -0.80418 -0.0319 -0.0334 -0.0070
C 4.49539 2.89651 0.34609 0.1135 0.0205 -0.0607
C -1.44918 -3.00466 1.50716 0.4394 0.1291 0.6656
C -2.45966 -3.26469 2.45063 -0.0465 0.0411 0.0328
C -3.69570 -3.73185 2.06670 0.0345 0.0212 -0.0558
C -3.92921 -3.99935 0.71916 -0.0643 -0.0368 -0.0734
C -2.94992 -3.74972 -0.22261 -0.3655 -0.0754 -0.1378
C -1.73312 -3.22476 0.16992 0.3986 0.1084 -0.9970
O -0.85073 -2.93103 -0.84503 -0.0865 -0.7985 0.5372
H 1.31054 -3.10021 3.46008 0.0429 -0.0288 -0.0241
H -0.33071 -3.68067 3.79148 0.0054 0.0071 0.0096
H 0.11409 -1.98034 4.04891 -0.0256 -0.0048 -0.0446
H 4.55162 1.83921 2.81481 -0.0260 0.0610 0.0243
H 2.82531 1.46077 2.91074 -0.0055 0.0235 0.0435
H 1.34580 1.87303 1.01241 -0.0117 0.0349 -0.0209
H 0.90678 3.16667 -1.04738 -0.0078 0.0008 0.0031
H 2.77499 4.31843 -2.20538 0.0122 -0.0476 0.0545
H 5.07499 4.13608 -1.30360 -0.0533 -0.0339 0.0306
H 5.50636 2.81453 0.73445 -0.0774 0.0260 -0.0214
H -2.27432 -3.05875 3.49613 -0.0068 -0.0414 -0.0432
H -4.47202 -3.89254 2.80275 0.0468 -0.0271 -0.0244
H -4.88414 -4.40233 0.40375 0.0498 0.0346 0.0063
H -3.11235 -3.93092 -1.27750 -0.0181 -0.0234 0.0567
Br 0.46918 -1.31029 -3.37867 0.2205 -0.2341 -0.1047
C -0.72062 0.17396 -3.38681 0.1310 -0.1797 0.0123
C -1.12945 0.70998 -4.56221 -0.1796 0.2610 -0.2220
C -2.01116 1.81605 -4.51418 0.1295 -0.1496 -0.1091
C -2.42329 2.30476 -3.30979 -0.0393 0.0617 0.1226
C -1.98812 1.71756 -2.09483 -0.1415 0.1508 0.0964
C -2.43461 2.20240 -0.83695 -0.0404 0.0834 -0.0462
C -2.03453 1.61577 0.32856 0.0899 -0.1139 0.0508
C -1.14837 0.51390 0.29767 -0.1998 0.2913 -0.0258
C -0.66781 0.00454 -0.89055 0.0593 0.1017 -0.1787
C -1.10483 0.61706 -2.11963 -0.1260 0.1396 0.3472
H -0.79468 0.30841 -5.51147 -0.0290 0.0410 0.0682
H -2.35285 2.26279 -5.43827 0.0198 -0.0150 0.0234
H -3.09701 3.15360 -3.26439 0.0356 -0.0651 -0.0009
H -3.11153 3.05157 -0.81943 0.0607 -0.0802 -0.0041
H -2.39184 1.99088 1.28025 0.0250 -0.0268 -0.0561
H -0.85130 0.06390 1.23508 0.0156 0.0539 0.0129
```
Positions in Å, forces in eV/Å.

**E_LUMO (alpha / beta)**: -0.1758 / -0.1657 Eh
**⟨S²⟩**: 0.756
**Maximum force**: 1.1 eV Å⁻¹
**Relative energy (zero: lowest compared OMol25 entry of this formula, charge and spin)**: 0.00 kcal/mol
**Net charge**: +1
**Orbital gap (alpha / beta)**: 0.2408 / 0.2505 hartree
**Multiplicity**: 2
**Molar mass**: 706.70 g/mol

Atom charges from the natural (NBO) analysis, given in e for atoms 1 to 2: number 1, Re, carries 1.031; number 2, C, carries -0.687



Here is a structure of composition C26H20CaN7OS5Sb at a distorted geometry from OMol25. Energies are from the ωB97M-V functional and the def2-TZVPD basis.

Geometry as XYZ:
```
61
Properties=species:S:1:pos:R:3:forces:R:3
Ca 0.85999 -0.95059 -0.18565 0.3617 0.8393 -0.0573
S 6.05942 0.17086 -1.96834 -0.0258 -0.0832 -0.0138
Sb 3.91948 0.09009 -1.22839 0.5003 -0.0691 -0.3196
S 2.66617 -1.78169 -1.90421 0.3336 -0.0619 -0.3062
S 2.69928 2.02639 -1.33972 -0.2114 -0.0297 0.0201
S 4.26687 -0.43634 3.42255 -0.0169 0.0378 0.1547
C 5.32637 -1.48333 2.57703 0.0530 -0.1210 0.1176
C 5.16411 -1.38696 1.23411 -0.1783 0.1404 -0.1440
C 4.15218 -0.43793 0.85502 -0.0386 0.1780 0.2637
C 3.57925 0.15465 1.95070 -0.0929 0.0983 -0.2377
C 2.51870 1.20176 2.01173 0.0713 -0.4218 -0.2116
C 2.74042 2.41145 2.65883 0.0283 0.1026 0.0881
C 1.73875 3.36369 2.67825 0.1796 0.0694 0.0846
C 0.52606 3.07737 2.07542 -0.0695 0.1043 0.0224
C 0.37777 1.84898 1.47120 0.3215 -0.4650 -0.0160
N 1.34857 0.92045 1.42449 -0.2808 0.5316 0.2751
H 6.00757 -2.12143 3.12866 -0.1166 0.1162 -0.1216
H 5.75228 -1.94079 0.50968 -0.0912 0.1063 0.0698
H 3.70540 2.59679 3.10859 0.0159 0.0284 -0.0081
H 1.90601 4.32591 3.15039 0.0033 -0.0815 -0.0114
H -0.28883 3.79172 2.07084 0.0562 -0.0660 0.0049
H -0.56134 1.58123 1.00332 -0.0012 -0.0471 -0.0724
S -5.27292 -5.00515 2.46696 -0.6024 -0.3735 0.2516
N -4.79321 -4.70375 0.94076 -0.1794 -0.0959 0.2792
C -3.67346 -4.03414 1.04185 0.8082 0.4646 -0.1381
C -2.86307 -3.54855 -0.06969 -0.0052 0.0030 -0.0279
C -3.19493 -3.76448 -1.39026 -0.2192 -0.1423 0.1309
C -2.37624 -3.28811 -2.41332 0.1936 0.1238 -0.0396
C -1.22716 -2.58823 -2.05392 -0.1592 -0.0954 0.2201
N -0.86579 -2.34884 -0.79907 -0.7826 -0.6791 0.0909
C -1.66465 -2.82300 0.23464 0.1454 0.0568 -0.2055
C -1.25765 -2.58017 1.56352 0.2067 0.0613 0.0883
N -0.07355 -1.87034 1.78364 -0.5642 -0.4131 0.4079
C 0.31551 -1.67384 3.04238 -0.2617 -0.1857 -0.0168
C -0.38059 -2.11615 4.16212 0.1934 0.1280 -0.1433
C -1.57246 -2.81712 3.95616 -0.2215 -0.1708 0.0991
C -2.02261 -3.06166 2.68011 -0.0083 0.0326 -0.0410
C -3.25580 -3.79686 2.40386 0.7103 0.4271 -0.4733
N -4.06900 -4.29397 3.30050 -0.2715 -0.1415 -0.1012
H -4.10392 -4.31793 -1.61041 0.0944 0.0590 0.0030
H -2.61133 -3.45046 -3.45593 0.0008 -0.0036 0.0379
H -0.56073 -2.19633 -2.81836 0.0000 -0.0066 0.0556
H 1.24670 -1.13114 3.17366 -0.0156 -0.0020 -0.0506
H 0.00370 -1.91580 5.15325 -0.0281 -0.0234 -0.0504
H -2.15862 -3.18919 4.79207 0.0713 0.0548 -0.0688
N -0.60722 0.60141 -1.49878 -0.0733 0.7449 -0.3191
C -0.64477 1.63049 -2.03736 -0.0047 0.1931 -0.0616
N -0.73787 2.80682 -2.64449 0.1798 -0.5170 0.1473
C 0.19816 3.24793 -3.70120 -0.1555 -0.0940 0.5344
C -0.60579 3.59649 -4.92478 -0.3426 0.1518 -0.0318
O -1.62362 4.55968 -4.62047 0.1083 -0.2092 0.0352
C -2.53970 4.06216 -3.65465 0.1342 -0.0091 -0.2645
C -1.83636 3.73344 -2.35887 0.3120 -0.2031 -0.0098
H 0.92916 2.46828 -3.88577 0.0702 -0.1210 0.0343
H 0.73264 4.12920 -3.34423 0.0540 0.0065 0.0997
H -1.06726 2.69213 -5.33226 -0.0818 -0.0541 -0.0755
H 0.03445 4.04084 -5.68257 -0.0182 0.0688 -0.0484
H -3.03463 3.16180 -4.03446 -0.0461 -0.0513 -0.0742
H -3.28592 4.83562 -3.49402 -0.0605 0.0949 -0.0372
H -2.51957 3.28073 -1.64728 -0.0598 -0.0774 0.0803
H -1.42445 4.64593 -1.92781 0.0774 0.0915 0.1014
```
Positions in Å, forces in eV/Å.

**E_LUMO (alpha / beta)**: 0.0739 / 0.0776 Eh
**⟨S²⟩**: 0.776
**Maximum force**: 1.0 eV Å⁻¹
**Relative energy (zero: lowest compared OMol25 entry of this formula, charge and spin)**: 1.84 kcal/mol
**Net charge**: -1
**Orbital gap (alpha / beta)**: 0.1774 / 0.2458 hartree
**Multiplicity**: 2
**Molar mass**: 768.67 g/mol

Atom charges from the natural (NBO) analysis, given in e for atoms 1 to 2: number 1, Ca, carries 1.736; number 2, S, carries -0.850



> Among the records above, which one has the lowest ⟨S²⟩?

C26H20BrN2OReS2